{
  "formula": "C5H16O3",
  "method": "ωB97M-V/def2-TZVPD",
  "de_lowest_kj_mol": 65.17,
  "total_energy_ev": -11586.22435,
  "smiles": "C=C(C)CC.O.O.O",
  "charge": 0,
  "homo_lumo_gap_ev": 10.07,
  "elements": ["C", "C", "C", "C", "C", "H", "H", "H", "H", "H", "H", "H", "H", "H", "H", "O", "H", "H", "O", "H", "H", "O", "H", "H"],
  "xyz": [[-1.3151, 0.9501, -0.1121], [-1.3724, -0.2133, 0.5155], [-1.7803, -1.4972, -0.1564], [-0.8395, -0.3478, 1.9478], [0.4170, -1.2268, 2.0313], [-1.6375, 1.1343, -1.1312], [-0.9699, 1.8693, 0.3552], [-1.6173, -1.4585, -1.2288], [-1.3500, -2.3695, 0.3181], [-2.8521, -1.6300, -0.0660], [-1.6102, -0.8450, 2.5414], [-0.5218, 0.6385, 2.2797], [0.3084, -2.1860, 1.5635], [1.3213, -0.7620, 1.6443], [0.6407, -1.4419, 3.0711], [-3.4952, 1.5299, 2.3399], [-2.9959, 0.8307, 2.7669], [-2.8765, 1.9776, 1.7584], [4.4494, 1.1678, -1.9235], [4.6365, 0.7426, -2.7650], [4.7759, 2.0698, -1.9503], [2.6767, -0.7186, -3.9079], [2.4539, -1.1731, -3.0903], [2.3354, 0.1763, -3.8172]],
  "forces_ev_per_a": [[-0.16, 0.75, -0.31], [1.09, -0.35, 0.41], [-0.76, 0.50, 0.02], [0.44, -0.39, -1.32], [0.19, 0.16, 0.51], [-0.03, -0.46, -0.08], [0.07, -0.21, 0.32], [0.38, -0.18, -0.06], [0.33, -0.12, -0.20], [-0.43, 0.00, 0.20], [-0.05, 0.40, 0.34], [-0.58, 0.08, 0.47], [-0.14, -0.46, -0.39], [-0.15, 0.23, -0.31], [-0.03, 0.00, 0.30], [-0.40, 0.17, 0.21], [0.13, 0.01, -0.05], [0.10, -0.14, -0.09], [-0.26, -0.16, 0.32], [0.08, 0.14, -0.10], [0.12, -0.04, -0.25], [0.15, -0.01, -0.17], [-0.03, 0.12, 0.06], [-0.06, -0.06, 0.16]],
  "mulliken_charge": [-1.227, 1.261, -1.424, -0.624, -1.301, 0.280, 0.339, 0.354, 0.320, 0.312, 0.344, 0.324, 0.350, 0.313, 0.361, -0.638, 0.333, 0.325, -0.649, 0.341, 0.315, -0.648, 0.319, 0.320]
}